Entry 1:
The following is a quantum chemistry calculation of a cluster of 5 separate species, C24H39NO14 in total, from the OMol25 dataset.

XYZ file:
```
78
Properties=species:S:1:pos:R:3:mulliken_charge:R:1
O 2.75995 -1.10203 -0.57451 -0.427
O -1.25100 -3.18916 5.72269 -0.344
O 0.90451 7.16859 -7.46628 -0.557
O -2.28637 1.61527 -6.11711 -0.540
O 1.77875 5.75963 -5.94469 -0.352
O 2.39890 1.59852 -2.42556 -0.626
O 0.99215 -3.13479 5.50946 -0.539
O -5.96589 -4.41860 7.70329 -0.517
O -0.27552 -4.37831 4.12156 -0.330
O -4.25400 -3.72697 8.99047 -0.297
O -3.38027 2.91372 -7.60034 -0.340
O 0.04196 7.02422 -5.38885 -0.346
O -1.16023 2.86822 -7.61477 -0.343
O -5.59088 -5.33766 9.72975 -0.333
N 4.49076 0.91688 -1.69921 -0.233
C -1.64475 -4.79493 4.15096 -0.506
C -2.32407 -3.64211 4.86681 0.670
C -2.96355 3.97198 -8.47032 -0.462
C 5.30979 -0.18499 -2.22839 0.364
C -4.48273 -5.28962 10.63594 -0.498
C 3.17845 0.74188 -2.06719 -0.072
C -0.07299 -3.52599 5.15535 0.656
C 5.97932 0.19451 -3.56332 -1.369
C 0.91517 6.70054 -6.37106 0.664
C 1.53404 -0.63080 -0.01234 -0.424
C 0.20212 6.07421 -4.32538 -0.466
C -0.58373 4.69595 -9.09100 -1.226
C -3.53984 -3.97929 5.68175 -1.515
C 1.63421 5.60870 -4.51305 0.569
C 1.93595 4.20042 -4.08731 -1.387
C 1.70373 -0.43352 1.48743 -0.629
C -2.42714 -3.74546 10.57884 -1.414
C 2.93784 -0.76176 -1.93689 0.581
C -2.27405 2.38523 -7.02208 0.660
C -5.33595 -4.48654 8.70889 0.654
C 1.21570 -1.61297 2.31625 -1.101
C 4.27557 -1.34200 -2.37469 -1.232
C -3.90890 -3.90726 10.37963 0.480
C -1.54146 3.57158 -8.81823 0.509
H -4.84074 -5.45101 11.64849 0.298
H -2.09724 -2.78231 10.19326 0.351
H -1.71707 -5.71913 4.73048 0.325
H 0.75668 -1.37723 -0.21681 0.358
H 0.17208 -1.83923 2.08860 0.310
H -0.82420 5.17547 -10.04059 0.403
H -2.98438 4.91242 -7.91341 0.282
H -3.63920 4.02561 -9.31912 0.315
H 5.86352 1.25835 -3.77067 0.326
H 4.85279 1.85350 -1.81308 0.315
H 2.76676 -0.26834 1.66768 0.297
H 7.04704 -0.01753 -3.54435 0.360
H -0.50313 5.25396 -4.48056 0.286
H -1.54835 2.83741 -9.62946 0.260
H -0.63460 5.44789 -8.30530 0.112
H 1.20674 3.49947 -4.49362 0.276
H 1.28890 -1.40915 3.38355 0.385
H 1.19062 0.48002 1.79348 0.358
H 0.00558 6.56359 -3.37605 0.322
H 1.80237 -2.50869 2.11486 0.312
H 5.54762 -0.34621 -4.40461 0.319
H 4.25028 -1.67745 -3.40908 0.325
H 2.06941 -1.08461 -2.51673 0.390
H 0.43973 4.32827 -9.14236 0.362
H -3.77152 -6.07220 10.35915 0.299
H -3.84240 -3.13182 6.29281 0.353
H 1.23138 0.29806 -0.50209 0.335
H -4.37530 -4.24103 5.03245 0.382
H -3.33663 -4.82092 6.34482 0.271
H 6.08589 -0.43685 -1.50843 0.445
H 1.92227 4.11731 -3.00160 0.405
H -2.52973 -2.83350 4.15880 0.261
H 2.32272 6.32309 -4.05147 0.260
H 2.92494 3.90276 -4.43236 0.334
H 4.49898 -2.20233 -1.74785 0.330
H -1.99022 -4.96321 3.13497 0.310
H -1.87747 -4.53130 10.06013 0.339
H -2.19026 -3.78982 11.64240 0.393
H -4.46941 -3.15858 10.94719 0.256
```

## Properties
**HOMO level**: -9.226 eV
**DFT total energy**: -2046.090572 Eh
**Kohn-Sham gap**: 9.83 eV



Entry 2:
The following is a quantum chemistry calculation of the ion C5H9N2O with charge -1, from the OMol25 dataset.

XYZ file:
```
17
Properties=species:S:1:pos:R:3:mulliken_charge:R:1
O -1.86306 -1.31281 -0.70123 -0.781
N -1.30464 -0.93024 0.48803 -0.255
N -1.08088 0.65031 0.52527 -0.043
C -2.07298 1.44591 -0.10827 -0.631
C 0.11263 -1.46751 0.42278 -0.361
C 2.42196 -0.34490 -0.31572 -1.333
C 1.06254 -0.34043 0.19356 0.535
C 0.31108 0.83377 0.27106 -0.429
H 2.91986 -1.08240 0.40920 0.236
H 2.79682 0.64932 -0.25973 0.359
H -1.59633 2.46947 -0.45316 0.245
H 0.30947 -2.25869 -0.25816 0.365
H 0.70586 1.77160 -0.16390 0.221
H 2.60936 -0.78731 -1.19828 0.340
H 0.20341 -1.89095 1.42723 0.134
H -2.67295 1.00160 -1.00574 0.209
H -2.86214 1.59327 0.72707 0.189
```

## Properties
**Charge**: -1
**HOMO level**: -1.759 eV
**DFT total energy**: -380.507057 Eh
**Kohn-Sham gap**: 5.70 eV
**ΔE to the lowest compared entry with this formula, charge and spin**: 217.3 kJ/mol



Entry 3:
The following is a quantum chemistry calculation of the ion C6H18NSi2 with charge +1, from the OMol25 dataset.

XYZ file:
```
27
Properties=species:S:1:pos:R:3:mulliken_charge:R:1
Si -0.30922 0.77202 1.11505 0.373
Si 2.07836 -0.16446 -2.80328 0.380
N 0.93113 -0.77498 -0.99236 -0.399
C -0.41828 -0.62177 -0.34350 1.056
C -1.36084 0.77880 2.71222 -1.057
C 0.81043 -2.49254 0.98044 -1.291
C 0.23724 -1.91773 -0.28829 -0.357
C -1.70274 -0.55688 -1.08957 -1.592
C -0.28171 2.52937 0.31708 -1.221
H -0.15762 -2.64300 -1.04152 0.390
H -2.45351 -0.44719 -0.25278 0.364
H -0.91811 3.28736 0.74965 0.394
H 2.55901 1.35249 -3.15120 0.043
H 1.57230 -1.79905 1.54472 0.299
H 0.69760 -0.42491 -3.57778 0.015
H -2.02092 -1.42877 -1.60705 0.475
H 0.72017 2.93611 0.59677 0.328
H 1.28262 -3.37926 0.62079 0.408
H 0.14953 -2.76470 1.73190 0.358
H -1.63703 0.24545 -1.81631 0.349
H -0.55508 2.56019 -0.66742 0.391
H 1.17545 0.55821 1.56991 -0.121
H -1.03294 -0.02343 3.37983 0.344
H 3.10522 -1.09627 -2.56625 0.008
H -1.06859 1.76618 3.27195 0.261
H 1.50263 -0.27118 -0.35207 0.393
H -2.37614 0.57441 2.61157 0.407
```

## Properties
**Charge**: +1
**HOMO level**: -14.141 eV
**DFT total energy**: -872.776413 Eh
**Kohn-Sham gap**: 9.60 eV
**ΔE to the lowest compared entry with this formula, charge and spin**: 208.3 kJ/mol



Entry 4:
The following is a quantum chemistry calculation of a structure of composition C18H29N5O2Zr, from the OMol25 dataset.

XYZ file:
```
55
Properties=species:S:1:pos:R:3:mulliken_charge:R:1
Zr 0.28484 -0.41145 -0.17843 0.477
O 0.03582 -2.17558 1.28092 -0.620
O -1.51040 -1.49291 -0.05939 -0.516
N 2.73972 1.31586 2.96517 0.008
N -0.95515 1.26722 -0.67647 1.135
N -2.44050 3.29247 -0.97675 0.027
N 1.36040 0.48953 1.48332 0.379
N -1.51455 -4.31369 2.33175 -0.187
C -0.13779 2.44244 -1.13649 -0.565
C -2.05017 -3.45657 1.23100 -0.809
C -2.56827 2.86662 0.38980 -0.985
C -1.12125 -2.33311 0.81818 1.152
C 4.08568 -1.06858 -0.44555 -1.777
C 2.55645 1.07285 1.67617 -0.598
C -1.08985 3.69320 -1.28116 -0.965
C 0.79631 -2.52653 -1.68500 -0.920
C -2.90688 2.27275 -1.88983 -0.966
C -2.03859 0.98499 -1.69078 -0.551
C 2.71754 -1.14382 -1.04275 0.980
C 0.79259 0.36316 2.75926 -0.612
C -1.59890 1.64043 0.63177 -0.394
C 1.06952 -0.33911 -2.67799 -0.956
C 0.34497 -1.53243 -2.57030 -0.210
C 2.22169 -0.13070 -1.89367 -0.042
C 1.95299 -2.32890 -0.92309 -0.460
C 1.65277 0.86749 3.67496 -0.687
H -2.82984 2.63524 -2.91350 0.333
H 2.36663 -3.14989 -0.34813 0.628
H -1.04304 4.07782 -2.29835 0.346
H -0.45747 -1.74962 -3.26627 0.596
H -0.17717 -0.07029 2.93220 0.512
H 0.31036 2.21791 -2.10286 0.420
H 4.60492 -0.14965 -0.71178 0.450
H 0.33135 -3.50589 -1.69916 0.647
H -2.29957 3.68495 1.05568 0.378
H -1.90171 -5.26464 2.28006 0.400
H 3.56345 1.74887 3.37331 0.300
H -3.95667 2.05787 -1.69859 0.324
H -2.16301 0.78345 1.01212 0.381
H 3.26051 1.35160 0.90848 0.543
H -1.57849 0.69661 -2.63504 0.418
H 4.08488 -1.19632 0.63868 0.424
H -0.77953 4.48898 -0.60600 0.317
H -0.82239 1.93161 1.33805 0.465
H 4.67975 -1.89825 -0.84162 0.402
H 1.56466 0.95608 4.74631 0.429
H -2.25566 -4.06460 0.34653 0.403
H -0.49336 -4.39492 2.30510 0.327
H -1.76566 -3.95720 3.25996 0.398
H -2.65415 0.16688 -1.32617 0.429
H -3.01070 -3.02852 1.52593 0.415
H -3.59889 2.58516 0.59736 0.300
H 0.65059 2.64329 -0.40523 0.410
H 2.84433 0.73448 -2.09915 0.652
H 0.84688 0.35334 -3.48260 0.617
```

## Properties
**Charge**: +4
**HOMO level**: -19.456 eV
**DFT total energy**: -1173.190044 Eh
**Kohn-Sham gap**: 5.33 eV
**ΔE to the lowest compared entry with this formula, charge and spin**: 51.6 kJ/mol



Entry 5:
The following is a quantum chemistry calculation of a structure of composition C27H52Cl2N3O5SiSr, from the OMol25 dataset.

XYZ file:
```
91
Properties=species:S:1:pos:R:3:mulliken_charge:R:1
Sr -1.38597 -0.57397 1.05824 1.797
Cl 0.82814 -1.41089 -0.16691 -0.095
Cl -1.88128 -3.07042 -0.51940 -0.643
Si 0.36859 -2.93776 -1.88359 1.235
O -1.74546 0.39294 -1.55161 -0.558
O 1.78439 -0.90416 -2.83393 -0.695
O 0.36494 -0.51824 2.67410 -0.369
O -2.69235 -1.92407 2.64413 -0.849
O -1.16619 2.01060 1.38324 -0.832
N -0.87807 1.52379 -3.36626 0.172
N -3.92559 -3.72209 3.32496 0.192
N -0.01209 3.57111 2.60992 0.262
C 1.93185 2.88909 -0.87804 -0.970
C 0.44681 -4.64651 -0.98405 -1.229
C 2.89105 3.05309 0.12351 -0.401
C 1.42850 -1.10821 3.33643 1.651
C 2.99487 -0.40557 -2.39393 -0.060
C 3.96526 1.28866 -3.97554 0.578
C 3.77765 0.85432 -0.35735 -0.893
C -1.03979 0.40674 -4.28778 -0.833
C -5.08675 -2.89942 3.63084 -0.940
C 3.81263 2.03183 0.38949 -0.877
C 2.85385 0.72588 -1.38834 0.315
C 1.50396 -2.61305 3.00948 -1.345
C 1.22011 3.92268 3.31177 -0.697
C -0.22548 2.33395 2.14583 1.041
C 3.81061 0.00377 -3.61759 0.383
C -4.02688 -5.16528 3.51567 -0.879
C -0.91913 -2.65075 -3.23743 -1.357
C 1.25394 -0.90253 4.84730 -1.838
C 4.75848 1.75272 -5.15040 -1.820
C -0.95364 4.64266 2.31217 -1.013
C -2.83308 -3.15928 2.80721 0.453
C -0.34917 2.76680 -3.92837 -0.897
C 4.34956 -1.15340 -4.38168 -1.576
C -1.27291 1.41880 -2.07069 0.199
C 2.76118 -0.45626 2.93888 -1.337
C 1.91280 1.71028 -1.62324 0.381
C 1.93531 -3.34378 -2.90545 -0.931
H 0.68616 2.62500 -4.27646 0.300
H -4.81666 -5.58885 2.88260 0.319
H 3.52520 2.09001 -3.38070 0.295
H 4.56659 2.15569 1.17093 0.320
H 3.54442 -1.81022 -4.72556 0.241
H 2.93141 -0.55448 1.85913 0.026
H 4.79904 2.85085 -5.16011 0.377
H -5.91577 -3.15447 2.95969 0.306
H -0.95623 3.07566 -4.79161 0.373
H 1.25184 0.17192 5.06828 0.309
H -0.97129 0.79803 -5.30633 0.413
H -1.59483 -1.82062 -3.00161 0.225
H 0.98865 4.55898 4.17587 0.332
H -0.22894 -0.32172 -4.14327 -0.130
H 2.29372 -3.11534 3.58520 0.407
H -0.36655 -5.29752 -1.33210 0.333
H -4.26779 -5.39664 4.56054 0.314
H -2.00933 -0.07838 -4.13359 0.417
H 4.47755 0.03170 -0.18826 0.392
H 4.98901 -1.76262 -3.72963 0.281
H 0.39247 -4.56275 0.10660 0.095
H 0.54176 -3.09271 3.23040 0.104
H -4.81165 -1.85113 3.49860 0.232
H 0.29203 -1.31032 5.17966 0.324
H -1.87275 4.20578 1.91669 0.276
H 2.26087 -2.31491 -3.21997 -0.320
H -5.40828 -3.08934 4.65972 0.315
H -2.04247 -3.86739 2.50041 0.096
H 3.60477 -0.92030 3.47309 0.522
H -1.15991 5.20152 3.23122 0.333
H 2.74008 0.61462 3.18044 0.172
H 2.95663 3.99787 0.66638 0.566
H 1.20109 3.66711 -1.10280 0.248
H 1.22679 1.52602 -2.44923 0.432
H -1.13657 2.35763 -1.49727 0.257
H 1.91055 4.47033 2.65052 0.227
H 1.38777 -5.15406 -1.23915 0.344
H 4.31602 1.43552 -6.10531 0.338
H 1.71676 -3.94580 -3.80131 0.384
H 2.05888 -1.37226 5.42490 0.360
H -1.51186 -3.57092 -3.35121 0.535
H -0.36514 3.54650 -3.15844 0.297
H 5.79269 1.37498 -5.11721 0.363
H 3.56634 -1.20963 -1.89686 0.284
H 0.50529 1.57169 2.49644 -0.423
H -0.52403 5.34416 1.58488 0.297
H -3.06482 -5.61446 3.24746 0.257
H 2.71266 -3.81797 -2.28829 0.361
H 4.92955 -0.82653 -5.24977 0.471
H -0.40066 -2.46331 -4.19044 0.399
H 1.71669 3.00425 3.65381 0.146
H 1.71053 -2.75044 1.93878 0.132
```

## Properties
**Charge**: -1
**HOMO level**: -3.478 eV
**DFT total energy**: -2841.227280 Eh
**Kohn-Sham gap**: 5.61 eV
**ΔE to the lowest compared entry with this formula, charge and spin**: 32.7 kJ/mol



Entry 6:
The following is a quantum chemistry calculation of a cluster of 5 separate species, C4H13NO4 in total, from the OMol25 dataset.

XYZ file:
```
22
Properties=species:S:1:pos:R:3:mulliken_charge:R:1
O -0.91539 2.14502 0.46919 -0.640
O 3.19994 0.10068 -0.40948 -0.645
O 1.24831 2.26875 2.32478 -0.607
O 0.68894 -0.33115 -3.46921 -0.640
N -0.86348 -1.06433 -0.79466 0.106
C -0.71687 -1.28549 1.48008 -0.190
C -0.02145 -1.04304 0.27590 -0.743
C -2.03232 -1.40736 1.09225 -0.195
C -2.11243 -1.22936 -0.31718 -0.233
H -2.92786 -1.46294 1.69023 0.432
H -1.80075 2.18004 0.86615 0.336
H -0.39750 -1.66604 2.43685 0.445
H 1.35891 0.30568 -3.75738 0.323
H 3.79079 0.15903 0.36051 0.325
H 1.02609 -0.74884 0.22125 0.509
H -2.96780 -1.34026 -0.97021 0.444
H -0.53107 -1.22422 -1.75018 0.394
H -0.65108 1.23623 0.29097 0.308
H 0.43045 1.76868 2.41138 0.314
H 1.15010 2.93053 1.63150 0.321
H 3.20741 1.05475 -0.59255 0.323
H 0.03680 0.30725 -3.13403 0.315
```

## Properties
**Charge**: +1
**Multiplicity**: 2
**HOMO level (alpha / beta)**: -14.115 / -14.110 eV
**DFT total energy**: -515.598231 Eh
**Kohn-Sham gap (alpha / beta)**: 10.10 / 6.26 eV
**ΔE to the lowest compared entry with this formula, charge and spin**: 0.0 kJ/mol



| no. | F_max (hartree/bohr) |
| --- | --- |
| 1 | 0.0117 |
| 2 | 0.1002 |
| 3 | 0.0850 |
| 4 | 0.0175 |
| 5 | 0.0528 |
| 6 | 0.0427 |